The following is a DFT calculation (the ωB97M-V functional and the def2-TZVPD basis) of C38H47F5GaNO3P as an isolated structure.

```
96
Properties=species:S:1:pos:R:3:forces:R:3:lowdin_charge:R:1
H 7.122597 2.385574 -1.973402 0.012 0.022 0.047 0.110
H -5.584978 -0.359068 -0.693267 -0.317 1.064 -0.300 0.015
H 4.699843 1.144662 -0.621828 -0.062 -0.021 0.008 0.085
H -1.588721 1.274307 6.331976 0.000 -0.032 -0.058 0.117
C 10.701052 1.999072 -3.079440 0.433 -0.434 0.281 -0.280
H -9.027485 -2.127168 -0.910145 0.136 0.383 -1.055 0.048
C -0.146281 -0.192450 6.985191 0.128 -0.080 -0.248 -0.089
C -6.357244 -3.784011 -4.327674 -0.061 0.278 0.126 0.009
C 8.538042 4.864662 -0.139668 -0.152 -0.295 -0.068 -0.076
C 1.755227 0.067691 0.632929 0.365 0.487 -0.037 -0.281
H -5.844110 -2.978052 -1.051160 -0.213 0.405 -0.385 0.072
H -1.900716 -2.232482 1.587085 -0.584 0.761 0.320 0.094
H -8.050202 -3.769044 -5.645421 0.051 0.000 0.064 0.105
H -4.184321 -2.921309 1.731476 0.099 0.924 -0.426 0.074
H -7.976593 1.584055 2.991702 -0.059 0.369 -0.237 -0.002
H -2.618631 -1.204770 2.874110 -0.119 -0.056 -0.907 0.092
O -7.246885 -2.100343 -1.995033 -0.209 0.424 -1.444 -0.341
O -6.786154 -2.821815 -0.884145 -0.160 -0.694 1.356 -0.074
C -4.154328 1.374749 0.845954 0.404 0.654 -0.418 -0.214
C 8.441916 4.291505 1.123254 0.070 0.067 0.153 -0.016
H 3.199799 -0.842085 -0.656128 -0.060 0.018 0.010 0.115
H 0.458438 1.169039 1.924511 0.006 0.038 -0.093 0.083
F 9.827122 2.872201 -3.609295 -0.070 0.059 -0.085 0.057
C 2.938986 0.040248 -0.084677 0.043 -0.167 -0.096 -0.014
C 7.879819 3.033268 1.254632 0.049 0.258 -0.537 -0.285
H 13.948302 1.099678 -3.301950 -0.067 0.014 -0.012 0.103
Ga -8.083254 0.394516 -0.761036 1.002 0.004 -0.748 0.253
H 12.319185 2.700562 -4.289529 -0.044 0.001 0.034 0.115
P -8.848750 0.251357 1.459391 -1.505 0.154 0.287 0.605
C 0.840163 -1.087697 6.584338 0.035 -0.022 0.009 -0.103
H 8.982731 5.845567 -0.255711 -0.032 -0.045 0.038 0.105
H 1.961701 3.148975 2.000001 -0.033 -0.063 -0.032 0.108
H -1.588193 0.600043 1.713350 -0.757 -0.797 -1.026 0.075
H -4.834075 -1.259865 1.801389 0.444 -0.519 -0.971 0.060
C -0.510113 0.412784 4.698250 0.271 -0.330 0.427 -0.277
C 10.271474 1.115486 -2.103718 -0.151 -0.033 -0.001 -0.011
H 10.848360 -0.491602 -0.803058 -0.016 0.062 -0.033 0.106
H -2.481845 1.329044 -0.602533 -0.594 -0.661 0.526 0.110
C -8.509972 -1.452815 -1.650981 -0.030 0.194 1.214 -0.276
H -4.384197 0.837500 1.808854 0.003 0.323 -1.093 0.098
C 3.774910 1.150718 -0.057556 -0.231 0.063 0.193 -0.091
H 0.687633 -0.579948 3.232040 -0.059 -0.056 0.050 0.095
C 2.233620 2.279925 1.413307 0.202 -0.215 -0.219 -0.065
N -7.762284 -0.871879 2.321768 0.506 0.307 0.305 -0.292
C -5.306200 -5.729627 -6.025119 -0.194 0.199 0.087 -0.103
F -1.169450 1.140622 3.779578 0.060 0.100 0.203 0.050
H -3.661938 2.341548 1.168794 -0.386 -0.920 -0.141 0.102
C -4.576927 -5.306121 -4.920119 0.216 -0.055 0.121 -0.029
H 8.799126 4.813417 2.002388 -0.016 -0.056 -0.006 0.116
H -3.473048 -0.158852 -0.699284 0.031 0.688 0.641 0.086
H 1.920185 -1.922364 4.922953 -0.062 0.036 -0.029 0.105
C -2.619409 -1.382102 1.767554 0.220 -0.433 -0.748 -0.234
C 8.062781 4.178867 -1.253174 -0.004 0.087 -0.038 -0.096
C -7.078892 -4.202626 -5.439478 0.336 -0.233 -0.032 -0.073
C 3.424274 2.268272 0.692754 0.037 0.065 0.015 -0.095
C 11.174978 0.209503 -1.561520 0.199 0.165 -0.211 -0.075
C -5.113213 -4.340245 -4.084555 -0.449 -0.223 -0.627 -0.273
H -5.342597 2.752542 -0.495216 0.142 -1.019 0.398 0.098
C -5.458083 1.770891 0.047649 -0.808 -0.521 0.619 -0.281
C 1.149074 -1.228307 5.234717 -0.210 0.182 0.218 -0.075
H -0.389114 -0.086480 8.035727 -0.004 0.024 -0.064 0.102
F 0.941819 -1.001692 0.606142 0.243 -0.149 0.045 0.052
C 1.391652 1.175194 1.378557 -0.164 0.058 0.109 -0.018
C -0.822996 0.567167 6.038000 -0.138 0.130 0.036 -0.015
H -6.753453 -3.030571 -3.648913 0.074 -0.164 -0.041 0.099
C 12.498125 0.204742 -1.992549 0.011 -0.032 0.037 -0.100
H 1.369967 -1.677099 7.323935 -0.040 0.036 -0.038 0.097
C 12.012980 2.001134 -3.521465 0.021 0.148 -0.119 -0.020
H 9.241772 1.138963 -1.775211 0.058 0.015 -0.029 0.093
O -8.604608 1.768619 2.275666 0.676 -1.225 0.113 -0.465
C -6.035563 0.650911 -0.910249 0.239 0.331 -0.256 -0.312
H 4.079147 3.132208 0.716403 -0.020 -0.059 -0.014 0.098
F -4.408151 -3.934312 -3.011521 0.085 0.014 0.103 0.059
H 13.202648 -0.499555 -1.565490 -0.039 0.047 -0.030 0.099
C 12.917164 1.101295 -2.969622 -0.235 -0.069 0.131 -0.087
H -5.825708 0.948203 -1.981177 0.034 -0.606 0.977 0.043
H -3.598969 -5.719541 -4.704387 -0.033 0.022 0.025 0.110
C 7.408420 2.337931 0.154215 -0.090 -0.179 0.026 -0.032
F 7.790447 2.476280 2.473218 0.002 -0.045 0.088 0.064
H 8.135100 4.628694 -2.236077 0.006 -0.054 0.060 0.102
H -8.861493 1.536082 -1.594446 -0.129 0.027 0.226 -0.094
H -6.257335 1.969270 0.822432 0.871 0.025 -0.602 0.063
C 0.466995 -0.477086 4.285763 0.028 -0.041 -0.208 -0.007
H -7.761651 -0.666462 3.323638 -0.194 -0.135 -0.259 -0.005
C 7.496245 2.917591 -1.106178 0.040 0.253 0.225 -0.108
H 6.978055 1.352675 0.286588 0.000 0.041 0.071 0.113
C -6.555642 -5.175793 -6.285912 -0.013 -0.038 -0.043 -0.111
H -9.072956 -1.340383 -2.612407 0.461 -0.436 0.773 0.051
H -4.900767 -6.490005 -6.682234 0.016 0.043 0.045 0.096
H -8.140259 -1.820518 2.236040 0.103 0.473 -0.055 0.005
C -4.044232 -1.883357 1.309153 0.260 -0.500 1.295 -0.119
H -4.173167 -1.970267 0.206775 0.109 0.357 0.864 0.055
C -2.044162 -0.133340 0.974798 0.414 0.134 -0.360 -0.218
H -7.121856 -5.504057 -7.150601 0.035 0.014 0.046 0.093
H -1.182659 -0.483067 0.325472 -1.088 0.349 0.778 0.089
C -3.068039 0.590419 0.019839 0.617 0.320 0.659 -0.217
```
Positions in Å, forces in eV/Å.

Calculated values
Maximum force   1.5 eV Å⁻¹
Energy   -4521.9899 a.u.
Frontier orbital gap   4.6 eV
Charge   -1
Lowest unoccupied orbital energy   1.70 eV
HOMO level   -2.87 eV